Entry from the Open Molecules 2025 dataset: C7H20B2Br6Na3O3 as an isolated structure at a distorted geometry (ωB97M-V/def2-TZVPD).

Calculated values
Net charge: -1
LUMO: 0.9 eV
Spin multiplicity: 1
Energy above the lowest of the compared OMol25 structures with the same formula, charge and spin: 0.816 eV
Highest occupied orbital energy: -2.7 eV
Frontier orbital gap: 3.548 eV

Geometry as XYZ:
```
41
Properties=species:S:1:pos:R:3:mulliken_charge:R:1
Na -0.781 3.420 2.647 0.874
Na 1.820 0.888 2.606 0.664
Na -2.003 -0.096 2.288 0.622
C -2.089 1.025 5.002 0.694
O -1.847 -0.213 4.726 -0.799
O -2.124 1.824 3.989 -0.795
O -2.229 1.431 6.207 -0.819
B 1.434 -1.629 2.769 0.682
H 1.654 -1.230 1.721 -0.356
H 0.377 -1.208 3.025 -0.263
H 1.391 -2.788 2.691 -0.294
H 2.196 -1.263 3.539 -0.315
B -0.199 1.268 0.912 1.666
H 0.876 1.138 0.544 -0.583
H -0.480 2.350 0.648 -0.392
H -0.856 0.455 0.473 -0.783
H -0.195 1.272 2.017 -0.410
Br 1.280 0.110 -3.541 -0.167
C 2.025 1.383 -2.221 0.089
C 3.317 0.773 -1.744 -0.538
Br 4.461 1.830 -0.516 -0.228
H 1.271 1.350 -1.439 -0.343
H 2.046 2.401 -2.599 0.400
H 4.029 0.420 -2.477 0.404
H 2.976 -0.034 -1.096 0.137
Br -1.181 3.203 -3.046 -0.184
C -2.098 1.580 -3.680 -0.524
C -2.471 0.835 -2.429 -0.216
Br -3.449 -0.824 -2.908 -0.196
H -1.411 1.041 -4.327 0.292
H -2.927 1.879 -4.315 0.434
H -3.198 1.381 -1.837 0.407
H -1.617 0.568 -1.814 -0.076
Br -2.134 -2.660 0.215 -0.227
C -0.203 -2.803 -0.057 0.022
C 0.196 -3.390 -1.383 -0.452
Br 2.154 -3.267 -1.678 -0.182
H 0.227 -3.296 0.808 0.353
H 0.089 -1.755 -0.028 -0.281
H -0.324 -2.914 -2.212 0.296
H -0.002 -4.455 -1.477 0.387
```

***

Entry from the Open Molecules 2025 dataset: a 2-piece molecular cluster, C31H36 overall at a distorted geometry (ωB97M-V/def2-TZVPD).

Calculated values
LUMO: -2.9 eV
Spin multiplicity: 1
Energy above the lowest of the compared OMol25 structures with the same formula, charge and spin: 2.090 eV
Highest occupied orbital energy: -4.9 eV
Frontier orbital gap: 2.004 eV

Geometry as XYZ:
```
67
Properties=species:S:1:pos:R:3:mulliken_charge:R:1
C -4.783 3.517 3.028 -1.520
C -3.951 2.550 2.247 0.601
C -3.279 1.536 2.924 -0.788
C -2.579 0.536 2.252 1.306
C -2.001 -0.546 3.129 -2.246
C -2.452 0.594 0.849 0.491
C -1.683 -0.492 0.099 0.193
C -2.432 -1.836 0.110 -1.553
C -0.207 -0.654 0.584 0.578
C 0.651 0.477 0.239 0.329
C 1.888 0.835 0.805 0.604
C 2.335 2.200 0.645 0.853
C 1.434 3.225 0.024 -1.790
C 3.581 2.587 1.104 -0.885
C 4.443 1.691 1.742 0.683
C 5.793 2.150 2.196 -1.508
C 4.004 0.380 1.952 -0.891
C 2.762 -0.071 1.522 0.922
C 2.412 -1.491 1.831 -1.411
C -3.102 1.638 0.155 0.980
C -3.076 1.755 -1.348 -1.554
C -3.818 2.607 0.859 -0.968
H -5.242 4.258 2.371 0.365
H -5.579 2.995 3.573 0.323
H -4.180 4.041 3.779 0.337
H -3.325 1.504 4.013 0.450
H -1.799 -1.490 2.619 0.229
H -1.080 -0.201 3.623 0.315
H -2.705 -0.773 3.944 0.520
H -1.603 -0.205 -0.961 0.436
H -3.456 -1.662 -0.241 0.451
H -1.947 -2.547 -0.568 0.372
H -2.491 -2.291 1.107 0.204
H -0.169 -0.862 1.662 -0.199
H 0.182 -1.547 0.076 -0.864
H 0.230 1.149 -0.515 0.229
H 1.931 4.200 0.063 0.387
H 1.201 3.005 -1.027 0.353
H 0.485 3.315 0.572 0.393
H 3.895 3.626 0.987 0.383
H 6.322 1.325 2.683 0.364
H 6.405 2.498 1.351 0.344
H 5.716 2.991 2.901 0.358
H 4.669 -0.306 2.483 0.310
H 3.313 -1.998 2.197 0.451
H 1.667 -1.566 2.635 0.312
H 2.052 -2.047 0.959 0.129
H -3.708 2.604 -1.640 0.409
H -2.069 1.959 -1.742 0.273
H -3.478 0.866 -1.855 0.326
H -4.299 3.418 0.306 0.251
C -0.272 -4.180 -2.592 -1.691
C 0.265 -3.455 -1.494 -0.285
C 1.107 -2.423 -2.004 0.279
C 1.169 -2.558 -3.427 -0.674
C 0.240 -3.626 -3.803 0.922
C 0.054 -3.940 -5.151 -0.597
C 0.821 -3.270 -6.108 -0.449
C 1.807 -2.334 -5.733 -0.473
C 1.990 -1.975 -4.393 -0.504
H -0.960 -5.025 -2.546 0.354
H 0.084 -3.678 -0.443 0.626
H 1.673 -1.678 -1.447 0.463
H -0.692 -4.693 -5.421 0.350
H 0.656 -3.476 -7.165 0.340
H 2.430 -1.874 -6.500 0.348
H 2.753 -1.260 -4.076 0.354
```

***

Entry from the Open Molecules 2025 dataset: a 7-piece molecular cluster, C14H14Cl24INP overall at a distorted geometry (ωB97M-V/def2-TZVPD).

Calculated values
Net charge: +1
LUMO: -4.7 eV
Spin multiplicity: 1
Highest occupied orbital energy: -10.4 eV
Frontier orbital gap: 5.665 eV

Geometry as XYZ:
```
55
Properties=species:S:1:pos:R:3:mulliken_charge:R:1
I 1.299 -0.969 2.199 0.242
P -0.408 0.194 0.805 0.082
C -1.113 -1.037 -0.484 -0.625
C -2.500 -0.551 -1.211 -0.571
C -2.481 0.980 -1.795 -0.291
C -2.402 1.053 -3.461 -0.809
N -1.027 0.726 -4.004 0.290
C -0.851 0.428 -5.485 -0.365
C 0.775 0.122 -5.569 -0.467
C 1.461 0.254 -4.086 -0.467
C 0.203 0.680 -3.123 -0.001
H 0.312 1.320 0.197 0.084
H -1.468 0.713 1.632 0.262
H -0.283 -1.381 -1.260 0.400
H -1.387 -2.027 0.125 0.412
H -3.400 -0.675 -0.474 0.344
H -2.682 -1.288 -2.127 0.317
H -3.544 1.451 -1.524 0.342
H -1.685 1.690 -1.313 0.139
H -3.172 0.227 -3.841 0.360
H -2.832 2.083 -3.874 0.313
H -1.644 0.425 -6.364 0.319
H 1.396 -0.172 -6.524 0.290
H 2.556 0.110 -3.700 0.277
H 0.322 0.859 -1.953 0.168
C 3.404 -5.173 2.769 0.267
Cl 1.765 -5.872 2.804 -0.062
Cl 4.580 -6.391 3.325 -0.075
Cl 3.803 -4.678 1.105 -0.077
Cl 3.467 -3.753 3.844 -0.085
C 0.244 4.656 0.667 0.304
Cl -1.305 5.431 0.248 -0.025
Cl 0.095 3.846 2.246 -0.105
Cl 0.663 3.454 -0.580 -0.033
Cl 1.523 5.894 0.752 -0.076
C 5.925 1.662 -3.436 0.297
Cl 4.286 0.964 -3.402 -0.147
Cl 7.101 0.445 -2.881 -0.093
Cl 6.324 2.158 -5.100 -0.088
Cl 5.988 3.083 -2.362 -0.083
C -2.154 9.237 -0.133 0.313
Cl -3.477 8.229 0.504 -0.095
Cl -2.645 10.950 -0.102 -0.091
Cl -0.701 9.017 0.875 -0.057
Cl -1.793 8.753 -1.809 -0.078
C -0.168 -3.554 6.477 0.250
Cl -1.204 -2.122 6.250 -0.111
Cl -1.053 -4.785 7.414 -0.067
Cl 0.274 -4.224 4.886 0.074
Cl 1.309 -3.086 7.356 -0.091
C -2.339 -7.871 5.099 0.299
Cl -3.634 -6.665 4.892 -0.093
Cl -1.772 -7.848 6.788 -0.086
Cl -2.968 -9.491 4.706 -0.090
Cl -0.984 -7.480 4.012 -0.039
```

***

Entry from the Open Molecules 2025 dataset: a 11-piece molecular cluster, C33H88O11 overall at a distorted geometry (ωB97M-V/def2-TZVPD).

Calculated values
LUMO: 0.4 eV
Spin multiplicity: 1
Energy above the lowest of the compared OMol25 structures with the same formula, charge and spin: 3.180 eV
Highest occupied orbital energy: -9.7 eV
SMILES: CC(C)O.CC(C)O.CC(C)O.CC(C)O.CC(C)O.CC(C)O.CC(C)O.CC(C)O.CC(C)O.CC(C)O.CC(C)O
Frontier orbital gap: 10.161 eV

Geometry as XYZ:
```
132
Properties=species:S:1:pos:R:3:mulliken_charge:R:1
C -4.559 -4.260 3.611 -1.447
C -3.106 -3.875 3.440 0.703
C -2.769 -2.682 2.540 0.222
O -2.554 -3.659 4.747 -0.562
H -5.109 -3.543 4.222 0.353
H -4.765 -5.257 4.002 0.381
H -5.028 -4.314 2.622 0.306
H -2.577 -4.774 3.090 0.055
H -3.307 -1.801 2.881 0.388
H -2.950 -2.870 1.482 -0.290
H -1.683 -2.620 2.601 -0.462
H -1.662 -3.308 4.672 0.283
C 2.769 -1.515 4.969 -1.411
C 1.282 -1.212 4.913 0.307
C 0.621 -1.452 3.560 0.313
O 0.617 -2.074 5.872 -0.635
H 3.224 -1.015 5.820 0.348
H 3.272 -1.151 4.068 0.272
H 2.882 -2.597 5.031 0.404
H 1.144 -0.197 5.288 0.088
H 0.803 -2.491 3.262 0.241
H 1.230 -0.863 2.862 -0.630
H -0.418 -1.172 3.441 0.307
H 0.535 -2.956 5.498 0.360
C 1.790 0.640 -0.759 -0.623
C 1.383 -0.703 -0.189 1.160
C -0.127 -0.842 -0.002 0.000
O 1.781 -1.681 -1.153 -0.722
H 2.808 0.837 -1.099 0.491
H 1.623 1.434 -0.019 -0.024
H 1.172 0.865 -1.634 -0.723
H 1.913 -0.813 0.763 -0.173
H -0.485 -0.228 0.832 0.259
H -0.343 -1.890 0.225 0.152
H -0.761 -0.605 -0.858 -0.129
H 1.761 -2.538 -0.691 0.198
C 5.157 2.438 -1.473 -1.391
C 5.052 3.276 -0.197 1.407
C 4.844 2.434 1.062 -1.155
O 6.189 4.106 -0.017 -0.599
H 5.750 1.523 -1.456 0.406
H 5.771 3.034 -2.166 0.508
H 4.212 2.408 -2.014 0.178
H 4.203 3.938 -0.364 -0.544
H 4.545 3.088 1.883 0.245
H 5.818 2.017 1.333 0.404
H 4.130 1.617 0.964 0.171
H 6.967 3.543 0.063 0.363
C 0.679 3.715 2.228 -1.508
C 0.888 2.443 3.014 2.152
C 2.037 2.580 4.017 -1.067
O -0.276 2.063 3.780 -0.613
H 0.464 3.634 1.161 0.163
H 1.635 4.264 2.220 0.433
H 0.076 4.548 2.606 0.552
H 1.109 1.593 2.362 -1.063
H 3.008 2.768 3.545 0.086
H 2.251 1.654 4.556 0.080
H 1.766 3.338 4.754 0.392
H -0.626 2.898 4.114 0.407
C -5.352 -2.245 -0.151 -1.483
C -4.761 -0.878 -0.479 0.981
C -3.725 -0.983 -1.614 -0.180
O -5.841 -0.069 -0.940 -0.689
H -5.751 -2.810 -1.006 0.401
H -6.312 -2.114 0.354 0.404
H -4.627 -2.919 0.296 0.205
H -4.348 -0.428 0.425 0.019
H -2.935 -1.718 -1.456 -0.362
H -3.253 -0.015 -1.803 -0.063
H -4.280 -1.232 -2.519 0.437
H -5.498 0.836 -0.798 0.555
C 1.105 4.609 -2.248 -0.433
C 1.512 5.738 -1.313 1.434
C 2.929 6.217 -1.558 -1.544
O 0.634 6.842 -1.550 -0.599
H 0.076 4.331 -2.020 -0.250
H 1.724 3.726 -2.081 -0.051
H 1.189 4.912 -3.292 0.536
H 1.409 5.348 -0.291 -0.506
H 3.010 6.732 -2.519 0.409
H 3.611 5.384 -1.768 0.282
H 3.341 6.804 -0.738 0.472
H 0.996 7.627 -1.130 0.351
C -1.654 -2.813 -4.050 -1.116
C -1.211 -3.791 -2.968 1.212
C -1.384 -5.276 -3.276 -1.402
O 0.194 -3.560 -2.712 -0.491
H -0.890 -2.652 -4.812 0.335
H -1.787 -1.822 -3.607 -0.003
H -2.591 -3.171 -4.481 0.456
H -1.681 -3.519 -2.015 -0.140
H -2.378 -5.469 -3.675 0.382
H -1.085 -5.820 -2.387 0.251
H -0.724 -5.446 -4.131 0.363
H 0.351 -2.616 -2.581 0.223
C -2.907 2.788 0.983 -1.008
C -3.633 3.310 -0.254 0.504
C -2.625 3.863 -1.253 -1.281
O -4.359 2.230 -0.867 -0.561
H -3.581 2.219 1.625 0.395
H -2.349 3.546 1.523 0.425
H -2.213 2.019 0.626 -0.108
H -4.385 4.065 -0.009 0.192
H -2.070 3.042 -1.714 0.141
H -1.964 4.595 -0.793 0.458
H -3.120 4.303 -2.126 0.411
H -4.405 2.437 -1.808 0.229
C 0.969 -5.983 0.471 -1.225
C 2.028 -4.931 0.874 1.602
C 3.217 -5.568 1.603 -1.429
O 2.573 -4.307 -0.299 -0.536
H 0.343 -5.634 -0.353 0.116
H 0.277 -6.286 1.257 0.380
H 1.528 -6.861 0.136 0.378
H 1.498 -4.173 1.451 -0.670
H 2.970 -5.687 2.668 0.381
H 3.991 -4.804 1.621 0.391
H 3.499 -6.552 1.242 0.322
H 2.617 -4.952 -1.013 0.266
C -1.032 1.632 -3.881 -0.399
C -0.051 1.193 -4.987 0.676
C -0.467 1.577 -6.393 -1.653
O 1.224 1.817 -4.766 -0.575
H -1.186 2.711 -3.971 0.406
H -0.623 1.439 -2.893 -0.344
H -1.998 1.164 -4.081 0.356
H 0.040 0.103 -4.925 0.156
H 0.326 1.432 -7.126 0.396
H -0.720 2.639 -6.414 0.365
H -1.299 0.968 -6.757 0.365
H 1.820 1.162 -4.392 0.315
```